73
Properties=species:S:1:pos:R:3:lowdin_spin:R:1 method="wB97M-V/def2-TZVPD" orbital_gap_ev="8.16 / 5.08" relative_energy_ev=1.747 charge=+3 energy_ev=-102353.408 multiplicity=5
Co -0.691 -0.568 -1.107 2.350
P 1.962 -0.111 -0.910 0.116
P -0.317 1.825 -1.222 0.112
P -0.076 -2.363 -0.234 0.047
H -3.774 -1.997 -2.783 0.000
C -3.324 -2.650 -2.011 0.004
C -3.721 -2.503 -0.729 0.009
H -4.372 -1.669 -0.455 0.002
C 2.590 -0.630 -2.556 0.010
C 3.035 1.383 -0.735 0.028
C 3.055 -1.122 0.198 0.017
C -1.583 3.116 -1.478 0.018
C 0.338 2.524 0.363 0.015
C 0.601 2.258 -2.781 0.010
C -1.242 -3.717 0.066 0.018
C 0.374 -2.074 1.551 0.006
C 1.114 -3.392 -1.219 0.005
H -2.806 -3.532 -2.430 0.000
H -3.708 -3.292 0.025 0.000
H 3.673 -0.467 -2.587 0.003
H 2.113 -0.035 -3.337 0.000
H 2.375 -1.683 -2.743 0.000
H 4.047 1.099 -1.055 0.005
H 3.088 1.704 0.310 0.000
H 2.713 2.231 -1.342 0.000
H 4.059 -1.180 -0.247 0.004
H 2.676 -2.136 0.356 0.000
H 3.130 -0.626 1.176 0.001
H -1.125 4.117 -1.451 0.004
H -2.344 3.035 -0.698 0.000
H -2.064 2.988 -2.453 0.000
H 1.120 3.281 0.220 0.003
H 0.730 1.720 0.995 0.002
H -0.510 2.975 0.895 0.000
H 0.477 3.341 -2.897 0.002
H 0.089 1.752 -3.610 0.001
H 1.658 1.995 -2.845 0.000
H -0.721 -4.600 0.451 0.003
H -1.795 -3.966 -0.846 0.000
H -1.948 -3.334 0.804 0.000
H 1.062 -2.848 1.916 0.001
H -0.550 -2.105 2.145 0.000
H 0.828 -1.089 1.719 0.001
H 1.019 -4.431 -0.881 0.001
H 2.163 -3.095 -1.168 0.000
H 0.803 -3.349 -2.270 0.001
C -3.957 0.876 0.081 0.001
C -2.834 0.117 -0.324 0.064
C -2.569 0.002 -1.719 0.032
C -3.333 0.683 -2.690 0.035
C -4.465 1.355 -2.262 0.000
C -4.728 1.501 -0.902 0.045
S -4.485 1.017 1.741 -0.003
H -4.646 -0.275 1.950 -0.001
H -2.257 -0.501 0.384 0.010
H -1.956 -0.863 -2.156 0.019
H -3.014 0.600 -3.727 0.001
H -5.202 1.712 -2.977 0.000
H -5.557 2.121 -0.574 0.002
N 0.251 0.970 3.196 0.289
C 1.588 1.038 3.506 0.153
C 2.255 -0.097 4.018 0.122
C 3.631 -0.062 4.213 0.021
C 4.347 1.112 3.947 0.246
C 3.694 2.249 3.442 0.021
C 2.314 2.219 3.235 0.120
H -0.292 0.156 3.458 0.006
H -0.281 1.814 3.015 0.006
H 1.675 -0.993 4.231 0.003
H 4.141 -0.941 4.606 -0.002
H 5.423 1.150 4.128 0.010
H 4.249 3.167 3.232 -0.002
H 1.786 3.091 2.837 0.003

***

103
Properties=species:S:1:pos:R:3:mulliken_charge:R:1 method="wB97M-V/def2-TZVPD" orbital_gap_ev=7.49 relative_energy_ev=0.000 energy_ev=-107028.582 multiplicity=1
Pt -0.976 -1.128 1.233 2.453
C -5.520 4.327 -0.512 -0.530
C -5.124 3.274 -1.328 -0.858
C -4.457 2.187 -0.787 -0.111
C -4.184 2.128 0.582 0.456
C -4.587 3.191 1.388 -0.381
C -5.249 4.287 0.848 -0.616
P -3.295 0.745 1.401 0.104
C -1.381 1.284 -0.612 1.323
C -1.183 0.376 -1.655 0.034
C -1.188 0.779 -2.983 -0.637
C -1.385 2.112 -3.312 -0.819
C -1.597 3.030 -2.294 -1.400
C -1.607 2.620 -0.970 0.079
C -3.771 -0.713 0.452 0.993
C -4.991 -0.999 -0.146 -0.462
C -5.205 -2.251 -0.710 -0.745
C -4.203 -3.208 -0.670 -0.662
C -2.979 -2.920 -0.071 -0.059
C -2.741 -1.670 0.503 -0.999
H -6.040 5.177 -0.937 0.385
H -5.328 3.305 -2.391 0.414
H -4.135 1.379 -1.434 0.568
H -4.380 3.154 2.451 0.371
H -5.556 5.104 1.489 0.415
H -1.021 -0.662 -1.410 -0.170
H -1.031 0.041 -3.760 0.386
H -1.386 2.429 -4.347 0.490
H -1.781 4.071 -2.528 0.497
H -1.842 3.349 -0.205 0.611
H -5.778 -0.254 -0.171 0.518
H -6.153 -2.477 -1.182 0.400
H -4.369 -4.182 -1.115 0.441
H -2.203 -3.680 -0.065 0.171
C -1.483 0.847 0.832 0.335
C -0.752 1.702 1.858 -0.285
C 0.125 2.740 1.539 -0.075
C 0.840 3.421 2.516 -0.801
C 0.690 3.090 3.853 -0.796
C -0.190 2.071 4.195 -0.816
C -0.898 1.395 3.217 -0.911
H 0.272 3.025 0.509 0.272
H 1.515 4.216 2.223 0.466
H 1.243 3.620 4.618 0.395
H -0.324 1.792 5.233 0.458
H -1.561 0.590 3.506 0.252
Cl 0.316 -4.057 1.335 0.123
C 0.209 -5.634 2.139 -0.521
Cl 1.550 -6.690 1.692 -0.172
H -0.719 -6.103 1.836 0.331
H 0.242 -5.465 3.209 0.291
C 4.053 1.820 -3.514 -2.230
C 3.440 1.424 -2.159 3.044
C 3.111 2.734 -1.433 -2.311
C 2.143 0.673 -2.470 -0.988
C 4.477 0.588 -1.331 1.804
O 5.720 1.325 -1.331 -0.708
C 4.822 -0.822 -1.895 -1.359
C 4.172 -2.152 -1.456 -1.480
C 2.819 -2.526 -2.004 -0.411
C 1.728 -2.682 -1.162 0.748
C 0.464 -2.964 -1.658 -0.138
C 0.295 -3.105 -3.022 0.504
Cl -1.290 -3.431 -3.661 -0.227
C 1.374 -2.998 -3.888 -0.733
C 2.627 -2.715 -3.371 -0.191
C 4.245 0.589 0.199 -2.489
N 3.129 -0.135 0.798 1.653
C 1.818 0.067 0.690 -0.898
N 1.166 -0.709 1.537 -0.149
C 2.163 -1.390 2.164 -0.777
N 3.365 -1.067 1.755 -1.226
H 3.273 2.267 -4.131 0.477
H 4.439 0.960 -4.067 0.347
H 4.845 2.562 -3.408 0.604
H 2.538 3.382 -2.099 0.529
H 4.020 3.262 -1.142 0.456
H 2.503 2.582 -0.542 0.279
H 1.393 1.382 -2.825 0.694
H 1.713 0.151 -1.618 -0.812
H 2.293 -0.070 -3.253 0.369
H 6.072 1.319 -2.226 0.548
H 5.878 -0.931 -1.641 0.517
H 4.773 -0.763 -2.987 0.184
H 4.144 -2.215 -0.369 0.536
H 4.876 -2.926 -1.776 0.613
H 1.862 -2.574 -0.094 0.032
H -0.382 -3.065 -0.989 -0.378
H 1.226 -3.131 -4.951 0.465
H 3.468 -2.623 -4.051 0.448
H 4.182 1.623 0.533 0.453
H 5.137 0.157 0.645 0.352
H 1.359 0.739 -0.009 0.197
H 1.982 -2.140 2.914 0.496
N -2.006 -2.321 4.245 -0.068
C -2.217 -2.063 5.550 -0.389
C -1.014 -1.641 6.064 -0.885
C -0.134 -1.665 4.965 -0.327
N -0.746 -2.079 3.866 0.125
H -2.683 -2.564 3.539 0.171
H -3.186 -2.188 6.001 0.453
H -0.803 -1.347 7.077 0.405
H 0.903 -1.371 4.930 0.473

***

10
Properties=species:S:1:pos:R:3:nbo_charge:R:1 method="wB97M-V/def2-TZVPD" smiles="O=C(O)c1nnn[nH]1" orbital_gap_ev=11.20 relative_energy_ev=2.552 energy_ev=-12160.195 multiplicity=1
O 2.041 -1.353 0.148 -0.502
C 1.323 -0.426 -0.063 0.772
O 1.603 0.929 -0.116 -0.689
C -0.251 -0.480 -0.032 0.203
N -1.079 -1.439 -0.117 -0.262
N -2.342 -0.857 -0.082 -0.060
N -2.289 0.396 0.116 -0.018
N -0.961 0.703 0.010 -0.382
H 2.601 0.912 -0.183 0.507
H -0.645 1.615 0.319 0.431

***

Repeat the first record exactly.
73
Properties=species:S:1:pos:R:3:lowdin_spin:R:1 method="wB97M-V/def2-TZVPD" orbital_gap_ev="8.16 / 5.08" relative_energy_ev=1.747 charge=+3 energy_ev=-102353.408 multiplicity=5
Co -0.691 -0.568 -1.107 2.350
P 1.962 -0.111 -0.910 0.116
P -0.317 1.825 -1.222 0.112
P -0.076 -2.363 -0.234 0.047
H -3.774 -1.997 -2.783 0.000
C -3.324 -2.650 -2.011 0.004
C -3.721 -2.503 -0.729 0.009
H -4.372 -1.669 -0.455 0.002
C 2.590 -0.630 -2.556 0.010
C 3.035 1.383 -0.735 0.028
C 3.055 -1.122 0.198 0.017
C -1.583 3.116 -1.478 0.018
C 0.338 2.524 0.363 0.015
C 0.601 2.258 -2.781 0.010
C -1.242 -3.717 0.066 0.018
C 0.374 -2.074 1.551 0.006
C 1.114 -3.392 -1.219 0.005
H -2.806 -3.532 -2.430 0.000
H -3.708 -3.292 0.025 0.000
H 3.673 -0.467 -2.587 0.003
H 2.113 -0.035 -3.337 0.000
H 2.375 -1.683 -2.743 0.000
H 4.047 1.099 -1.055 0.005
H 3.088 1.704 0.310 0.000
H 2.713 2.231 -1.342 0.000
H 4.059 -1.180 -0.247 0.004
H 2.676 -2.136 0.356 0.000
H 3.130 -0.626 1.176 0.001
H -1.125 4.117 -1.451 0.004
H -2.344 3.035 -0.698 0.000
H -2.064 2.988 -2.453 0.000
H 1.120 3.281 0.220 0.003
H 0.730 1.720 0.995 0.002
H -0.510 2.975 0.895 0.000
H 0.477 3.341 -2.897 0.002
H 0.089 1.752 -3.610 0.001
H 1.658 1.995 -2.845 0.000
H -0.721 -4.600 0.451 0.003
H -1.795 -3.966 -0.846 0.000
H -1.948 -3.334 0.804 0.000
H 1.062 -2.848 1.916 0.001
H -0.550 -2.105 2.145 0.000
H 0.828 -1.089 1.719 0.001
H 1.019 -4.431 -0.881 0.001
H 2.163 -3.095 -1.168 0.000
H 0.803 -3.349 -2.270 0.001
C -3.957 0.876 0.081 0.001
C -2.834 0.117 -0.324 0.064
C -2.569 0.002 -1.719 0.032
C -3.333 0.683 -2.690 0.035
C -4.465 1.355 -2.262 0.000
C -4.728 1.501 -0.902 0.045
S -4.485 1.017 1.741 -0.003
H -4.646 -0.275 1.950 -0.001
H -2.257 -0.501 0.384 0.010
H -1.956 -0.863 -2.156 0.019
H -3.014 0.600 -3.727 0.001
H -5.202 1.712 -2.977 0.000
H -5.557 2.121 -0.574 0.002
N 0.251 0.970 3.196 0.289
C 1.588 1.038 3.506 0.153
C 2.255 -0.097 4.018 0.122
C 3.631 -0.062 4.213 0.021
C 4.347 1.112 3.947 0.246
C 3.694 2.249 3.442 0.021
C 2.314 2.219 3.235 0.120
H -0.292 0.156 3.458 0.006
H -0.281 1.814 3.015 0.006
H 1.675 -0.993 4.231 0.003
H 4.141 -0.941 4.606 -0.002
H 5.423 1.150 4.128 0.010
H 4.249 3.167 3.232 -0.002
H 1.786 3.091 2.837 0.003